w | Molecular formula: C4H12N2O2
Method: DFT, wB97M-V/def2-TZVPD

Each line ends with the Löwdin charge.
Positions of all 20 atoms, in Å:
H  0.24  -1.06  -2.12  0.10
H  0.49  0.67  -2.10  0.10
H  -0.89  -1.90  0.15  0.07
H  -0.24  1.89  -0.09  0.12
C  -0.43  0.90  0.32  -0.08
H  -3.37  -0.65  -0.18  0.07
C  1.78  0.65  0.57  -0.17
C  0.12  -1.57  0.36  -0.04
O  2.83  0.66  -0.36  -0.09
H  0.87  -2.27  -0.02  0.09
N  -2.76  -0.16  0.46  -0.04
O  -1.99  0.74  -0.34  -0.27
H  0.20  -1.52  1.45  0.08
H  1.75  1.63  1.07  0.10
C  0.33  -0.21  -0.25  -0.52
H  2.57  1.28  -1.05  0.08
N  0.50  -0.22  -1.63  0.10
H  -3.38  0.42  1.04  0.07
H  -0.69  0.80  1.37  0.12
H  2.06  -0.07  1.34  0.09

Summary:
**Kohn-Sham gap**: 8.66 eV
**Total charge**: 0

***

x | Molecular formula: C4H12N2O2
Method: DFT, wB97M-V/def2-TZVPD

Each line ends with the Löwdin charge.
Positions of all 20 atoms, in Å:
H  2.23  -2.38  -0.04  0.10
H  0.49  -2.70  0.07  0.08
H  0.78  -0.66  1.48  0.08
C  1.23  -1.97  -0.25  -0.13
H  1.25  2.16  -1.02  0.07
H  -0.77  0.51  -1.13  0.11
C  0.50  2.45  -0.25  -0.29
O  0.49  1.62  0.85  -0.35
C  1.15  -0.69  0.46  0.11
O  -1.26  -1.41  -1.60  0.00
H  -0.47  2.54  -0.77  0.06
H  -2.08  0.23  2.20  0.08
N  -1.78  0.51  1.28  0.02
H  1.85  0.09  0.22  0.07
C  -1.16  -0.40  -0.70  -0.31
H  1.18  -1.86  -1.34  0.09
H  -1.74  -2.14  -1.18  0.11
H  -0.91  1.15  1.21  0.04
H  0.77  3.48  0.05  0.07
N  -1.76  -0.53  0.45  -0.01

Summary:
**Kohn-Sham gap (spin up / spin down)**: 6.72 / 6.37 eV
**Total charge**: 0

***

Sorted by energy, starting with the most stable: w, x.